This record from OMol25 describes an isolated ion of composition C10H10N3 and charge +1 at a distorted geometry. The level of theory is wB97M-V/def2-TZVPD.

As for the LUMO energy: -6.270 eV. Its molar mass is 172.2 Da. Its charge is +1. Its structure (SMILES) is Cc1c#[n+]c(-n2cnc(C)c2)cc1. As for the max |F|: 0.071 Eh/bohr. For the relative energy (zero: lowest compared OMol25 entry of this formula, charge and spin), the calculation gives 50.83 kcal per mole.

The geometry in XYZ format:
```
23
Properties=species:S:1:pos:R:3:nbo_charge:R:1
N 3.166 0.941 -0.135 -0.393
N 1.119 0.277 0.185 -0.374
N -0.834 -0.972 0.246 -0.343
C -0.207 0.230 0.271 0.457
C 1.963 -0.864 0.342 -0.103
C 1.948 1.288 -0.181 0.227
C -4.568 -0.447 -0.227 -0.634
C -2.051 -1.062 0.182 0.656
C -3.123 -0.271 0.005 -0.130
C 4.556 -0.987 -0.068 -0.657
C 3.193 -0.394 0.182 0.156
C -1.145 1.328 0.242 -0.269
C -2.516 1.017 0.063 -0.077
H 5.136 -1.447 0.793 0.250
H -0.963 2.375 -0.042 0.284
H -3.374 1.672 0.146 0.272
H 1.576 2.214 -0.422 0.201
H -5.056 0.404 0.101 0.241
H 5.034 -0.118 -0.603 0.258
H -5.087 -1.234 0.305 0.265
H 1.610 -1.726 0.697 0.223
H 4.423 -1.756 -0.854 0.234
H -4.798 -0.469 -1.226 0.255
```

=====

This record from OMol25 describes one molecule with the formula C10H10N4 at a distorted geometry. The level of theory is wB97M-V/def2-TZVPD.

As for the LUMO energy: 0.932 eV. Its molar mass is 186.2 Da. Its charge is 0. Its structure (SMILES) is NN1C=CCc2c3ccccc3nn21. As for the max |F|: 0.080 Eh/bohr. For the relative energy (zero: lowest compared OMol25 entry of this formula, charge and spin), the calculation gives 106.25 kcal per mole.

The geometry in XYZ format:
```
24
Properties=species:S:1:pos:R:3:nbo_charge:R:1
N 0.847 -0.783 -0.195 0.010
N -0.058 -1.726 -0.013 -0.303
N 2.753 -2.207 -0.412 -0.609
N 2.284 -0.950 -0.275 -0.120
C 0.277 0.485 -0.270 0.151
C 2.965 0.112 0.336 -0.027
C -3.467 0.471 -0.125 -0.229
C -2.298 1.079 -0.360 -0.193
C 2.489 1.306 0.289 -0.249
C -1.082 0.390 -0.118 -0.156
C 1.274 1.596 -0.543 -0.472
C -2.496 -1.707 0.158 -0.183
C -1.234 -1.036 0.044 0.109
C -3.572 -0.918 0.055 -0.228
H 3.014 2.148 0.749 0.222
H -2.497 -2.810 0.287 0.225
H -4.502 -1.329 0.175 0.206
H 1.610 1.320 -1.589 0.227
H 2.271 -2.764 0.219 0.358
H 0.921 2.541 -0.256 0.238
H 2.653 -2.623 -1.361 0.363
H 3.998 -0.101 0.660 0.227
H -4.410 1.020 -0.181 0.215
H -1.921 2.067 -0.685 0.218
```